C26H50OsP2Si as an isolated structure, computed with wB97M-V/def2-TZVPD.

Each line ends with the Mulliken spin population.
Atoms and positions in Å:
Os1 1.928 0.786 -0.954  1.479
P1 -0.435 2.461 -2.157  0.146
P2 4.033 -0.207 -0.406  0.050
Si1 0.717 -0.846 -2.357  0.128
C1 -1.283 -0.196 0.470  0.055
C2 0.729 1.013 0.769  0.153
C3 -0.847 2.719 -3.905  0.111
C4 1.280 1.992 1.781  0.050
C5 1.019 -0.455 0.922  0.092
C6 -0.265 4.211 -1.456  0.049
C7 -2.768 -0.465 0.422  0.028
C8 -1.584 2.294 0.747  -0.010
C9 -0.742 1.109 0.489  0.309
C10 0.827 -2.645 -1.809  0.058
C11 1.185 -0.965 -4.286  0.007
C12 3.430 0.659 -2.926  0.006
C13 4.263 -1.910 -1.058  0.042
C14 4.440 3.152 -1.631  0.123
C15 -0.283 -1.138 0.723  0.227
C16 4.586 0.587 -1.976  0.106
C17 2.958 2.921 -1.409  0.603
C18 3.853 1.599 -4.055  -0.003
C19 4.561 0.400 1.181  0.023
C20 2.913 2.801 -4.093  0.014
C21 1.242 1.896 -2.722  0.474
C22 1.803 -1.097 2.031  -0.017
C23 5.300 1.859 -1.632  0.023
C24 2.192 3.048 -2.743  -0.094
C25 -1.174 -0.613 -2.574  0.021
C26 -0.585 -2.548 1.175  -0.004
H1 -2.361 2.015 1.485  0.025
H2 4.744 3.705 -2.542  0.014
H3 0.366 4.290 -0.554  -0.001
H4 -0.890 -2.600 2.259  0.014
H5 4.908 -0.468 1.729  0.001
H6 0.330 -3.160 1.052  -0.003
H7 -1.578 0.369 -2.292  -0.010
H8 0.958 -0.087 -4.908  0.000
H9 -2.979 -1.531 0.207  -0.001
H10 -1.295 4.495 -1.198  -0.001
H11 4.881 1.970 -3.918  0.001
H12 1.094 1.356 -3.657  0.018
H13 -1.697 -1.360 -1.969  0.000
H14 2.429 -0.377 2.560  0.007
H15 5.327 1.191 1.210  0.003
H16 1.514 -2.847 -0.992  -0.004
H17 0.022 3.037 -4.518  -0.011
H18 5.349 -0.099 -2.400  0.002
H19 -0.158 -2.983 -1.480  -0.001
H20 3.864 1.135 -5.046  -0.001
H21 1.110 -3.267 -2.661  0.004
H22 2.525 3.575 -0.656  -0.033
H23 -1.408 -3.002 0.582  0.004
H24 1.132 -1.549 2.800  0.006
H25 2.223 -1.261 -4.480  0.003
H26 -3.261 -0.218 1.396  -0.003
H27 6.187 1.914 -2.268  -0.003
H28 -1.637 3.484 -3.898  0.008
H29 0.512 2.063 2.562  0.002
H30 5.724 1.717 -0.649  -0.001
H31 -0.970 3.126 1.126  -0.008
H32 2.138 2.714 -4.918  -0.002
H33 0.121 4.910 -2.224  0.003
H34 -1.193 1.726 -4.263  0.009
H35 4.529 -2.460 -0.150  -0.001
H36 3.330 -2.248 -1.547  -0.007
H37 2.217 1.673 2.242  -0.003
H38 -2.099 2.631 -0.173  0.029
H39 2.523 0.938 -2.464  -0.314
H40 3.439 3.736 -4.396  0.004
H41 4.806 3.754 -0.793  0.001
H42 2.441 -1.902 1.633  0.008
H43 5.085 -1.891 -1.799  0.002
H44 1.572 3.944 -2.843  0.026
H45 3.695 0.805 1.686  -0.007
H46 -3.248 0.167 -0.360  -0.001
H47 1.440 2.978 1.327  0.004
H48 3.077 -0.269 -3.355  -0.032
H49 0.559 -1.800 -4.651  0.000
H50 -1.442 -0.792 -3.621  0.002

ΔE to the lowest compared entry with this formula, charge and spin in eV: 1.691
Spin multiplicity: 5
E_HOMO (spin up / spin down) in eV: -12.728 / -14.001
E_tot in eV: -56672.04575
Charge: +2
HOMO-LUMO gap (spin up / spin down) in eV: 6.155 / 5.356
Strongest force on any atom in eV Å⁻¹: 4.6